1:
110
Properties=species:S:1:pos:R:3 method="wB97M-V/def2-TZVPD" lumo_ev="-0.150 / -2.144" e_homo_ev="-6.46 / -6.95" multiplicity=6
Pd -1.109 -0.086 0.798
S -8.752 -2.254 0.579
C -7.322 -1.879 -0.154
S -7.084 -0.677 -1.300
C -3.922 -1.560 -0.130
C -4.067 -1.290 1.242
S -3.021 -0.493 2.303
S -5.426 -2.214 1.916
S -2.675 -1.371 -2.833
C -2.655 4.943 -2.504
N -2.241 4.309 -1.273
C -1.433 5.152 -0.419
P -2.115 2.655 -1.117
O -1.668 2.320 0.240
O -1.081 2.178 -2.295
P 0.240 1.220 -2.300
O 0.249 0.233 -1.207
N 0.263 0.564 -3.808
C -0.395 1.153 -4.953
C 0.645 -0.826 -3.955
N 1.534 2.256 -2.151
C 1.597 3.022 -0.922
C 2.135 2.908 -3.289
N -3.507 1.893 -1.590
C -4.588 1.933 -0.626
C -3.954 1.775 -2.961
H -3.167 5.878 -2.268
H -3.342 4.298 -3.041
H -1.804 5.173 -3.153
H -2.035 5.988 -0.057
H -0.562 5.549 -0.950
H -1.100 4.558 0.428
H -0.713 2.164 -4.711
H -1.267 0.561 -5.245
H 0.296 1.192 -5.800
H 1.043 -1.182 -3.006
H 1.419 -0.919 -4.721
H -0.213 -1.441 -4.238
H 0.927 2.578 -0.187
H 1.302 4.066 -1.077
H 2.615 3.002 -0.527
H 2.081 2.232 -4.137
H 3.181 3.114 -3.056
H 1.643 3.854 -3.541
H -4.159 1.884 0.374
H -5.236 1.071 -0.800
H -5.182 2.845 -0.719
H -3.111 1.905 -3.635
H -4.730 2.510 -3.192
H -4.371 0.776 -3.112
C 0.248 2.624 3.264
C 0.903 1.590 2.370
O 2.077 1.784 1.919
N 0.281 0.489 2.162
Te 1.924 -0.531 0.847
C 3.653 -1.647 -0.111
C 4.672 -0.970 -0.770
C 4.719 0.526 -0.855
C 5.697 -1.698 -1.367
C 5.715 -3.081 -1.335
C 6.816 -3.862 -1.987
C 4.672 -3.738 -0.696
C 3.637 -3.042 -0.088
C 2.523 -3.792 0.573
C 2.452 -1.239 2.781
C 1.501 -1.922 3.542
C 0.165 -2.346 3.005
C 1.796 -2.237 4.865
C 3.007 -1.893 5.439
C 3.333 -2.219 6.865
C 3.938 -1.216 4.662
C 3.676 -0.874 3.347
C 4.686 -0.110 2.557
H 0.978 3.368 3.568
H -0.172 2.119 4.131
H -0.562 3.093 2.709
H 3.883 0.960 -0.304
H 4.663 0.841 -1.896
H 5.656 0.897 -0.441
H 6.497 -1.165 -1.865
H 7.566 -3.199 -2.410
H 6.412 -4.485 -2.784
H 7.296 -4.518 -1.261
H 4.668 -4.819 -0.678
H 2.539 -4.841 0.287
H 1.563 -3.358 0.281
H 2.612 -3.726 1.657
H 0.061 -2.122 1.930
H -0.629 -1.820 3.543
H 0.024 -3.417 3.158
H 1.053 -2.757 5.452
H 2.552 -2.816 7.327
H 3.453 -1.300 7.437
H 4.273 -2.768 6.920
H 4.884 -0.936 5.102
H 5.437 0.330 3.207
H 4.183 0.685 2.007
H 5.181 -0.771 1.846
C -6.577 0.671 2.026
S -6.754 -0.910 2.893
C -6.064 -2.642 0.188
C -4.922 -2.312 -0.709
S -2.478 -0.965 -0.929
S -4.855 -3.260 -2.159
C -5.734 -4.641 -1.518
S -5.900 -6.009 -2.378
S -6.356 -4.453 0.112
H -7.241 1.353 2.547
H -6.896 0.566 0.993
H -5.550 1.014 2.104

2:
110
Properties=species:S:1:pos:R:3 method="wB97M-V/def2-TZVPD" lumo_ev="0.101 / -2.162" e_homo_ev="-6.77 / -7.07" multiplicity=6
Pd -0.024 0.103 -1.564
S -3.975 6.204 -1.308
C -3.245 4.748 -1.479
S -2.158 4.342 -2.759
C -1.748 2.732 -2.211
C -2.326 2.325 -1.043
S -2.078 0.784 -0.289
S -3.472 3.441 -0.369
S -0.760 1.741 -3.192
C 1.764 -4.895 -0.179
N 1.028 -3.802 0.423
C 1.226 -3.668 1.858
P -0.297 -3.069 -0.199
O -0.490 -1.691 0.284
O 0.100 -3.156 -1.773
P -0.791 -2.662 -3.027
O -1.425 -1.345 -2.764
N 0.340 -2.762 -4.214
C -0.181 -2.342 -5.519
C 1.687 -2.258 -3.960
N -1.922 -3.814 -3.301
C -3.301 -3.455 -3.575
C -1.528 -5.120 -3.792
N -1.680 -3.925 -0.010
C -1.725 -5.361 -0.178
C -2.937 -3.305 0.363
H 2.834 -4.730 -0.035
H 1.572 -4.947 -1.246
H 1.503 -5.853 0.282
H 2.277 -3.448 2.054
H 0.940 -4.585 2.380
H 0.645 -2.829 2.237
H -1.180 -2.747 -5.667
H 0.471 -2.730 -6.299
H -0.226 -1.254 -5.603
H 2.130 -2.783 -3.114
H 1.705 -1.174 -3.761
H 2.288 -2.449 -4.848
H -3.496 -2.444 -3.228
H -3.970 -4.145 -3.057
H -3.513 -3.513 -4.647
H -0.492 -5.329 -3.536
H -1.629 -5.179 -4.881
H -2.161 -5.886 -3.342
H -0.812 -5.730 -0.640
H -2.557 -5.631 -0.834
H -1.860 -5.874 0.779
H -2.826 -2.224 0.378
H -3.258 -3.650 1.348
H -3.708 -3.569 -0.366
C 3.048 -0.715 -0.754
C 2.170 -0.167 0.361
O 2.351 -0.543 1.519
N 1.265 0.752 -0.023
Te 0.173 1.116 1.939
C -0.370 0.962 4.037
C -1.406 0.116 4.410
C -2.256 -0.645 3.435
C -1.696 -0.008 5.770
C -0.969 0.667 6.735
C -1.292 0.526 8.195
C 0.087 1.473 6.322
C 0.413 1.627 4.981
C 1.570 2.501 4.604
C -0.064 3.198 1.781
C 0.994 3.974 1.294
C 2.365 3.447 0.983
C 0.780 5.340 1.130
C -0.420 5.948 1.467
C -0.652 7.409 1.223
C -1.414 5.161 2.028
C -1.264 3.789 2.191
C -2.408 3.034 2.803
H 4.085 -0.457 -0.533
H 2.800 -0.319 -1.742
H 2.958 -1.803 -0.737
H -1.780 -0.793 2.462
H -3.199 -0.125 3.257
H -2.496 -1.628 3.838
H -2.510 -0.654 6.075
H -2.114 -0.169 8.352
H -1.577 1.486 8.626
H -0.429 0.162 8.753
H 0.681 1.990 7.066
H 2.125 2.791 5.494
H 1.238 3.409 4.099
H 2.264 1.986 3.933
H 2.659 2.625 1.642
H 3.091 4.249 1.104
H 2.431 3.068 -0.036
H 1.587 5.944 0.735
H 0.284 7.931 1.033
H -1.141 7.876 2.076
H -1.301 7.547 0.356
H -2.353 5.616 2.313
H -3.330 3.593 2.663
H -2.254 2.895 3.873
H -2.545 2.047 2.355
C 5.456 2.219 -3.131
S 5.110 0.469 -3.433
C 3.740 0.575 -4.521
C 2.577 1.232 -4.322
S 2.034 2.067 -2.907
S 1.457 1.150 -5.672
C 2.355 0.079 -6.689
S 1.786 -0.538 -8.106
S 3.925 -0.250 -6.055
H 6.504 2.282 -2.852
H 4.829 2.613 -2.337
H 5.296 2.789 -4.040

Tell me which of them is the most stable. Sure, it is 2.